20 unconnected molecules or ions with the total composition C49H138O31 in a non-equilibrium geometry. Source: the Open Molecules 2025 dataset; level of theory: wB97M-V/def2-TZVPD.

```
218
Properties=species:S:1:pos:R:3:forces:R:3:mulliken_charge:R:1
C -1.018 6.908 6.056 0.5 -0.9 0.0 -1.641
C -0.407 5.495 5.909 -2.6 -0.4 -1.1 0.484
C -1.413 4.381 5.387 0.4 0.7 1.7 -0.766
O 0.579 5.550 4.914 1.3 0.3 -0.5 -0.418
H -1.990 6.836 6.545 0.2 0.4 0.1 0.393
H -1.110 7.402 5.089 -0.4 -0.2 -0.2 0.396
H -0.280 7.499 6.598 -0.3 0.2 0.4 0.445
H 0.008 5.208 6.875 0.1 -0.3 0.0 0.228
H -0.879 3.435 5.470 -0.1 0.0 -0.5 -0.015
H -1.872 4.550 4.413 0.6 0.2 -0.1 0.022
H -2.254 4.296 6.075 -0.1 0.0 0.3 0.595
H 0.740 6.484 4.766 0.4 0.1 -0.2 0.214
C 3.932 0.750 1.114 1.7 0.4 -1.1 -1.163
C 5.411 0.860 0.514 0.2 -0.8 1.5 0.805
C 6.353 0.001 1.314 0.5 -0.1 0.6 -1.502
O 5.412 0.329 -0.777 -1.3 -0.3 -1.5 -0.461
H 3.271 1.206 0.376 -0.4 0.1 0.3 -0.114
H 3.832 1.222 2.091 0.2 0.2 -0.2 0.468
H 3.661 -0.295 1.262 0.1 -0.1 -0.3 0.600
H 5.886 1.841 0.473 -0.8 0.6 0.2 0.211
H 6.730 0.511 2.202 -0.6 -0.3 0.5 0.371
H 7.290 -0.202 0.796 0.0 0.0 -0.5 0.638
H 5.869 -0.960 1.487 0.2 0.0 0.5 0.008
H 6.274 0.031 -1.078 0.1 0.2 0.3 0.244
C -3.161 1.806 -5.523 -0.3 -0.6 -0.2 -1.797
C -2.167 1.125 -4.591 -0.4 0.6 -0.7 1.815
C -0.737 1.579 -4.839 0.6 -0.2 0.4 -1.236
O -2.634 1.435 -3.292 0.5 0.3 0.3 1.852
H -4.153 1.490 -5.202 -0.2 -0.2 -0.3 0.379
H -2.984 1.517 -6.560 -0.2 -0.1 -0.1 0.477
H -3.209 2.894 -5.478 0.6 0.1 0.2 0.180
H -2.225 0.039 -4.667 0.0 -0.1 -0.5 -0.204
H -0.476 2.459 -4.252 -0.4 0.5 -0.2 -0.292
H -0.537 1.751 -5.896 -0.1 0.1 0.0 0.505
H 0.023 0.883 -4.482 -0.2 -0.5 -0.1 0.197
H -1.830 1.540 -2.778 0.0 -0.1 1.1 -1.197
C 6.768 -3.977 0.603 0.6 0.0 -0.4 -1.099
C 5.913 -4.373 -0.606 -1.2 1.3 0.1 0.343
C 4.458 -3.856 -0.465 -0.3 -1.2 -1.2 -0.444
O 6.450 -3.860 -1.880 -0.2 -0.8 1.2 -0.532
H 7.812 -4.264 0.475 0.0 -0.3 -0.1 0.398
H 6.429 -4.365 1.564 -0.2 -0.3 -0.2 0.361
H 6.815 -2.899 0.755 -0.3 0.2 -0.3 -0.015
H 5.747 -5.443 -0.728 0.9 -0.1 0.0 0.343
H 3.918 -4.353 -1.270 0.0 0.2 -0.7 -0.095
H 4.292 -2.794 -0.650 0.2 0.1 0.6 -0.035
H 3.879 -4.338 0.323 0.4 0.7 0.9 0.409
H 6.894 -3.034 -1.677 0.1 0.1 0.0 0.254
C 5.575 -5.469 -5.572 0.2 -0.6 -0.2 -1.657
C 4.830 -4.144 -5.361 0.0 -2.0 -0.3 0.391
C 3.526 -4.454 -4.707 -0.8 0.8 0.3 -0.866
O 5.544 -3.248 -4.591 0.6 1.0 -0.1 -0.458
H 6.639 -5.370 -5.788 -0.1 0.3 -0.7 0.366
H 5.024 -6.038 -6.321 0.4 0.1 -0.5 0.471
H 5.607 -6.194 -4.759 -0.5 0.5 0.8 0.336
H 4.582 -3.754 -6.348 0.5 0.5 0.0 0.429
H 3.005 -5.264 -5.217 -0.1 0.0 0.2 0.458
H 2.915 -3.551 -4.712 -0.3 0.0 -0.3 0.157
H 3.672 -4.628 -3.641 0.1 -0.6 0.0 0.144
H 5.789 -3.736 -3.802 0.3 0.2 0.6 0.339
C -3.673 5.147 1.968 0.8 0.2 1.2 -1.485
C -2.909 4.920 0.680 -2.2 -1.0 0.6 1.021
C -2.986 3.422 0.213 1.2 1.3 -0.1 2.088
O -3.655 5.769 -0.192 0.8 -0.4 -0.3 -0.734
H -4.745 4.956 1.935 0.1 -0.3 -0.4 0.336
H -3.567 6.195 2.250 0.0 0.2 -0.1 0.460
H -3.233 4.594 2.797 -0.1 -0.3 0.1 -0.105
H -1.888 5.277 0.812 0.2 -0.2 -0.1 -0.006
H -2.510 3.350 -0.765 -0.5 0.1 -0.5 -1.290
H -4.014 3.062 0.180 0.1 0.0 0.0 0.135
H -2.306 2.763 0.754 -0.4 0.1 0.7 -0.924
H -3.104 5.821 -0.976 -0.2 0.5 -0.7 0.311
C -3.141 -3.809 0.328 1.7 -0.3 -2.0 -0.846
C -3.958 -3.234 1.421 -0.3 -0.6 -1.2 2.680
C -5.162 -2.494 0.905 -0.1 2.0 -0.2 -1.572
O -4.375 -4.318 2.118 -1.2 -2.5 3.2 -0.694
H -2.513 -4.642 0.644 0.2 0.2 0.7 0.068
H -2.456 -3.111 -0.151 -0.1 0.2 -0.2 -0.065
H -3.721 -4.304 -0.451 -0.5 0.4 -0.2 0.635
H -3.280 -2.712 2.096 -0.4 0.7 0.0 -1.545
H -4.760 -1.686 0.295 -0.3 0.4 -0.3 0.156
H -5.811 -2.034 1.651 0.5 0.1 0.5 0.320
H -5.907 -3.010 0.299 0.7 -0.8 -0.3 0.412
H -4.657 -5.048 1.562 0.0 0.2 -0.2 0.453
C -1.604 -0.088 0.661 -0.2 0.5 -0.6 0.413
C -0.646 0.053 -0.546 -0.9 -1.3 1.0 1.160
C -0.926 -1.002 -1.590 0.1 -0.1 -0.4 -0.646
O -0.879 1.343 -1.072 0.6 -0.2 -0.6 1.113
H -2.590 0.047 0.215 -0.4 -0.3 0.1 -0.562
H -1.524 0.770 1.329 0.4 -0.1 0.2 -0.380
H -1.566 -1.008 1.244 0.2 -0.1 -0.2 0.139
H 0.368 -0.181 -0.221 0.4 0.9 0.0 -0.077
H -0.327 -0.848 -2.487 0.0 0.2 -0.1 0.274
H -1.972 -1.065 -1.891 -0.1 0.1 0.1 -0.640
H -0.599 -1.971 -1.215 -0.2 -0.1 0.2 0.237
H -0.407 1.960 -0.507 0.0 0.3 0.4 -1.081
C -4.173 -2.418 -3.122 0.4 -0.2 0.4 0.098
C -4.847 -2.618 -4.458 0.9 0.2 -0.7 -0.019
C -4.165 -1.907 -5.647 -0.2 0.2 0.2 -0.866
O -4.924 -4.023 -4.743 -0.9 0.4 0.1 -0.614
H -4.359 -1.443 -2.672 0.1 0.1 -0.2 -0.210
H -3.095 -2.581 -3.155 0.2 0.1 -0.2 -0.069
H -4.550 -3.176 -2.435 -0.2 0.1 0.1 0.356
H -5.827 -2.159 -4.327 -0.5 -0.8 -0.4 0.345
H -4.326 -0.829 -5.620 0.2 0.1 0.3 0.093
H -4.558 -2.211 -6.617 -0.3 -0.3 0.2 0.399
H -3.093 -2.098 -5.682 0.1 0.0 0.2 0.152
H -4.032 -4.376 -4.785 0.2 0.1 0.1 0.355
C 0.153 -2.875 4.518 -1.6 0.2 -0.4 -0.710
C -1.308 -2.301 4.717 0.3 0.5 -0.8 -0.313
O -1.337 -0.872 4.508 1.5 -0.7 -0.2 -0.761
O 0.586 -2.835 3.122 -0.6 0.0 1.7 0.081
H 0.181 -3.934 4.774 -0.2 0.1 0.1 0.709
H 0.785 -2.343 5.229 0.5 0.2 -0.4 0.170
H -1.748 -2.447 5.704 0.4 -0.7 0.2 0.579
H -1.981 -2.703 3.959 0.1 -0.6 0.1 -0.185
H -2.231 -0.543 4.629 -0.5 0.3 0.2 0.313
H 0.629 -1.902 2.899 0.4 0.4 -0.5 0.171
C 3.696 -0.412 -3.325 -0.1 -1.1 0.0 0.104
C 3.537 -0.070 -4.802 -2.0 -1.4 0.6 -0.257
O 3.943 1.213 -5.036 1.1 1.3 -0.4 -0.620
O 3.118 0.531 -2.429 -0.1 0.8 -0.9 -0.076
H 4.774 -0.532 -3.212 0.1 0.0 0.6 0.150
H 3.170 -1.332 -3.071 0.4 -0.6 -0.5 -0.115
H 2.485 -0.149 -5.076 -0.5 -0.1 0.1 0.118
H 4.003 -0.825 -5.435 0.7 0.2 0.2 0.293
H 3.816 1.618 -4.175 0.0 0.7 0.1 0.326
H 3.670 0.561 -1.644 0.4 0.0 0.0 0.022
C -1.232 5.518 -4.571 -2.3 -0.4 0.7 -0.436
C -2.359 5.274 -3.513 1.1 -0.2 1.1 0.446
O -2.292 6.319 -2.531 0.6 -0.1 0.6 -0.434
O -1.870 6.310 -5.519 -0.1 1.2 -1.7 -0.569
H -0.911 4.590 -5.045 0.3 0.2 0.1 0.153
H -0.460 6.172 -4.167 0.6 -1.0 0.6 0.427
H -2.212 4.325 -2.998 0.3 0.1 0.4 -0.532
H -3.416 5.239 -3.776 0.3 -0.1 -1.3 0.368
H -2.506 7.185 -2.886 -0.3 -0.1 -0.2 0.227
H -1.917 7.153 -5.063 -0.3 0.4 -0.7 0.362
C 3.935 -2.051 4.074 0.8 -1.4 -0.2 1.147
C 4.502 -3.462 3.998 0.4 0.6 -1.1 -0.582
O 5.935 -3.528 4.277 -1.3 -0.3 -0.5 -0.482
O 3.870 -1.691 5.429 -0.9 1.0 0.4 -0.481
H 2.979 -2.112 3.553 -0.6 0.2 0.7 -0.350
H 4.506 -1.342 3.475 0.5 0.1 0.2 -0.396
H 4.303 -3.788 2.977 0.8 -0.1 -0.3 0.030
H 3.857 -4.152 4.540 0.4 0.0 0.8 0.396
H 6.121 -3.370 5.205 -0.2 -0.1 0.1 0.344
H 4.547 -2.145 5.936 0.0 0.1 -0.2 0.382
C -5.739 0.911 -1.596 -0.5 -0.3 1.7 0.929
C -7.070 1.252 -0.790 1.3 0.3 -1.7 -1.107
O -6.906 2.124 0.333 0.0 -1.0 -0.1 -0.529
O -5.187 1.969 -2.290 -1.2 1.5 -0.9 -0.603
H -5.979 0.044 -2.212 -0.1 -0.1 -0.3 0.179
H -4.908 0.652 -0.940 -0.4 -0.9 0.9 -0.368
H -7.568 0.302 -0.595 0.3 0.0 1.1 0.438
H -7.769 1.709 -1.489 0.1 0.3 -0.3 0.412
H -6.529 2.935 -0.014 0.1 0.2 -0.1 0.326
H -4.408 1.672 -2.766 0.6 0.0 0.0 0.009
C 3.960 4.293 1.500 0.3 -0.1 1.0 0.035
C 3.189 4.757 2.706 -0.1 0.8 0.5 -0.791
O 1.835 4.502 2.533 -1.7 -0.5 -0.8 0.198
O 3.920 5.187 0.414 0.6 -0.4 0.3 -0.677
H 3.609 3.291 1.254 -0.1 -0.1 -0.3 -0.336
H 4.973 4.190 1.889 0.4 0.1 -0.6 0.486
H 3.289 5.838 2.808 0.5 0.2 0.0 0.431
H 3.436 4.300 3.664 0.9 -0.3 -0.1 0.466
H 1.330 4.917 3.236 -0.3 0.0 0.4 -0.173
H 2.999 5.357 0.202 -0.4 0.4 -0.1 0.261
C 1.182 1.788 4.700 0.6 -0.9 0.2 -0.787
C 1.076 1.317 3.224 -0.6 1.4 1.4 1.653
O 0.852 -0.076 3.151 1.3 0.1 -0.6 0.108
O 2.312 1.153 5.335 -0.2 0.7 -0.4 -0.643
H 0.330 1.509 5.320 -0.6 -0.1 -0.4 0.177
H 1.295 2.867 4.810 0.2 0.0 -0.3 0.392
H 1.991 1.665 2.744 0.0 -0.7 -0.2 -0.758
H 0.276 1.883 2.747 -0.3 -0.1 -0.2 -0.694
H 0.056 -0.290 3.643 -1.0 0.3 0.5 0.285
H 2.202 0.220 5.141 0.3 -0.4 0.1 0.256
C 0.723 -4.111 -3.279 -0.4 -2.2 -0.2 -0.114
C -0.122 -4.955 -2.332 -1.4 -0.2 1.3 0.194
O -1.040 -5.837 -2.985 0.1 0.4 -1.5 -0.605
O 0.014 -3.255 -4.162 0.2 0.4 0.8 -0.504
H 1.259 -4.867 -3.851 0.3 0.2 -0.2 0.329
H 1.461 -3.599 -2.662 -0.2 0.6 -0.3 0.178
H -0.696 -4.307 -1.670 -0.2 0.4 0.0 -0.324
H 0.422 -5.599 -1.641 1.0 0.4 -0.2 0.309
H -1.477 -6.463 -2.403 0.3 0.3 0.3 0.328
H -0.523 -3.776 -4.763 0.0 -0.3 0.1 0.293
C -4.744 0.528 2.930 -0.4 1.8 -0.9 1.026
C -4.076 1.327 4.064 0.1 0.5 -2.4 -0.096
O -3.604 0.467 5.019 0.1 -1.2 2.2 -0.628
O -6.004 0.110 3.282 -1.9 -1.8 1.5 -0.684
H -4.210 -0.346 2.558 0.5 0.1 0.4 -0.585
H -4.981 1.145 2.063 1.2 0.6 -0.3 -0.066
H -4.764 2.053 4.498 -0.2 0.0 -0.2 0.534
H -3.202 1.865 3.697 0.0 0.4 -0.5 -0.200
H -3.917 0.792 5.866 0.2 -0.4 0.2 0.275
H -6.697 0.758 3.134 0.3 0.2 -0.2 0.400
C 0.918 3.859 -0.777 0.3 1.2 0.6 0.345
C 0.613 5.342 -0.990 -0.2 0.0 -0.2 -0.519
O 1.412 6.225 -0.206 0.1 -0.5 0.8 -0.565
O 0.446 3.379 0.504 -0.2 -0.2 -2.0 -0.159
H 1.995 3.729 -0.888 0.2 -0.4 0.1 0.486
H 0.423 3.329 -1.591 0.0 -0.2 0.2 -0.242
H -0.441 5.451 -0.732 -0.1 0.4 -0.3 0.129
H 0.837 5.645 -2.012 -0.5 -0.5 -0.4 0.336
H 1.294 7.124 -0.522 0.0 0.0 0.0 0.313
H 0.891 3.892 1.183 0.5 0.2 0.7 -0.347
C 0.071 -6.021 1.677 -0.4 0.6 -0.9 0.496
C -1.002 -6.436 2.608 -0.5 -0.3 0.1 -0.168
O -0.693 -7.586 3.335 -0.2 -1.3 0.3 -0.622
O 1.136 -5.441 2.326 1.7 -0.1 0.8 -0.508
H -0.331 -5.256 1.011 -0.4 -0.1 -0.5 -0.331
H 0.410 -6.858 1.066 0.1 -0.2 0.1 0.278
H -1.867 -6.684 1.992 -0.3 -0.1 0.2 0.257
H -1.283 -5.634 3.291 -0.1 0.4 -0.1 0.139
H 0.004 -7.486 3.988 0.1 0.5 -0.2 0.325
H 0.908 -4.523 2.489 0.1 0.5 0.2 0.208
```
Forces are in eV/Å.

Total energy: -4281.84368 hartree
Charge: 0



A single C21H27N5O3 molecule. Source: the Open Molecules 2025 dataset; level of theory: wB97M-V/def2-TZVPD.

```
56
Properties=species:S:1:pos:R:3:forces:R:3:nbo_charge:R:1
C 3.857 -2.403 -5.199 -0.4 0.0 -0.1 -0.637
C 2.632 -2.461 -6.107 0.5 0.1 -0.1 -0.063
O 1.491 -2.973 -5.449 -0.3 -0.1 0.2 -0.491
C 0.785 -2.186 -4.595 -0.2 -0.1 0.1 0.315
C 1.031 -0.841 -4.334 0.2 -0.1 -0.2 -0.278
C 0.215 -0.154 -3.454 -0.2 0.0 0.2 -0.157
C -0.843 -0.777 -2.803 0.3 0.1 -0.2 -0.187
C -1.090 -2.122 -3.074 0.1 0.1 0.0 -0.157
C -0.290 -2.812 -3.957 0.2 -0.1 -0.1 -0.263
H -0.477 -3.850 -4.182 0.0 -0.1 0.0 0.226
H -1.924 -2.630 -2.614 -0.1 -0.1 0.0 0.218
C -1.656 0.043 -1.861 -0.3 0.0 -0.1 0.667
O -1.685 1.261 -1.926 0.2 0.1 0.0 -0.637
N -2.386 -0.659 -0.960 -0.1 -0.3 0.2 -0.609
H -2.118 -1.612 -0.740 0.1 0.1 -0.1 0.420
C -2.969 0.009 0.176 0.0 0.0 0.0 -0.327
C -2.447 -0.691 1.432 -0.6 -0.1 -0.2 0.741
O -2.049 -1.842 1.364 0.0 -0.3 -0.1 -0.667
N -2.542 -0.026 2.602 -0.1 -0.1 0.3 -0.452
C -2.987 1.335 2.762 0.0 0.3 -0.2 -0.212
H -3.473 1.395 3.741 -0.1 0.0 -0.1 0.198
C -1.805 2.315 2.711 0.0 -0.1 0.0 -0.412
H -1.618 2.623 1.681 0.0 0.1 0.0 0.220
H -2.047 3.201 3.301 0.0 0.0 0.0 0.219
C -0.522 1.674 3.278 -0.1 0.0 0.2 0.108
C 0.305 1.082 2.173 0.7 0.2 0.1 0.063
C 1.654 1.285 2.061 -0.2 0.1 0.3 0.095
N 2.034 0.639 0.914 0.0 0.0 0.0 -0.516
C 0.908 0.086 0.392 0.1 -0.1 -0.2 0.189
N -0.139 0.340 1.119 -0.1 0.0 -0.2 -0.484
H 0.900 -0.486 -0.514 0.1 -0.1 -0.3 0.204
H 2.965 0.592 0.536 -0.1 0.0 0.0 0.417
C 2.494 2.100 2.974 -0.1 0.0 0.1 -0.452
H 3.415 1.580 3.250 0.0 0.0 0.0 0.216
H 2.774 3.041 2.486 0.1 0.0 0.1 0.207
C 1.642 2.384 4.230 0.3 0.0 -0.1 -0.205
N 0.261 2.727 3.946 -0.2 0.2 -0.1 -0.613
H 0.246 3.558 3.362 -0.1 0.0 0.0 0.355
H 1.644 1.500 4.871 0.1 0.1 0.0 0.192
H 2.075 3.211 4.796 0.0 -0.1 0.0 0.204
C -0.919 0.621 4.332 -0.1 0.1 -0.2 -0.421
C -1.764 -0.507 3.727 0.2 -0.4 0.2 -0.223
H -2.431 -0.924 4.491 0.1 0.0 0.0 0.195
H -1.131 -1.311 3.347 -0.1 0.1 0.1 0.242
H -0.028 0.187 4.782 0.0 0.0 0.1 0.218
H -1.466 1.145 5.117 0.0 0.0 0.1 0.210
H -3.729 1.585 2.006 0.0 0.0 0.1 0.219
H -4.064 -0.066 0.141 0.1 0.1 0.1 0.210
H -2.666 1.055 0.132 -0.1 -0.1 0.1 0.247
H 0.390 0.893 -3.255 0.0 0.1 0.0 0.236
H 1.841 -0.314 -4.813 0.1 0.0 0.0 0.209
H 2.811 -3.165 -6.924 0.0 0.2 0.1 0.194
H 2.420 -1.476 -6.542 0.0 -0.1 0.0 0.171
H 4.068 -3.393 -4.802 0.1 -0.1 0.0 0.216
H 4.717 -2.058 -5.765 0.1 0.0 0.0 0.215
H 3.689 -1.727 -4.363 0.0 0.1 0.1 0.210
```
Forces are in eV/Å.

Total energy: -1315.97994 hartree
Charge: 0



A molecular structure, C21H8Br4Cl2O8Pd. Source: the Open Molecules 2025 dataset; level of theory: wB97M-V/def2-TZVPD.

```
44
Properties=species:S:1:pos:R:3:forces:R:3:mulliken_spin:R:1
Pd -0.187 -0.672 -1.384 -0.1 0.3 -0.1 1.490
Cl -4.329 1.407 4.461 0.0 0.1 0.1 0.000
C -3.498 0.556 3.178 0.1 0.0 -0.1 -0.001
C -3.037 -0.749 3.416 0.0 0.0 0.0 0.001
C -2.384 -1.431 2.435 0.1 0.0 -0.1 0.004
Cl -1.827 -3.044 2.738 0.0 0.0 0.0 0.000
C -2.093 -0.876 1.122 0.0 -0.1 0.1 0.006
O -1.447 -1.550 0.286 0.0 0.2 -0.1 0.039
C -2.625 0.446 0.927 0.0 0.1 0.0 -0.001
C -2.561 1.143 -0.337 0.1 0.0 0.0 -0.003
O -2.034 0.798 -1.386 0.1 -0.1 0.1 0.026
C -3.303 1.131 1.957 0.0 -0.1 0.0 0.002
H -3.200 -1.213 4.380 0.0 0.0 0.0 0.000
H -3.082 2.120 -0.315 0.0 0.1 -0.1 0.005
H -3.675 2.129 1.759 0.0 0.0 0.0 0.000
Br 1.393 -6.865 -4.283 0.0 0.0 0.0 0.001
C 1.451 -5.293 -3.219 0.0 -0.1 -0.1 0.001
C 2.467 -5.091 -2.313 0.1 -0.1 0.0 0.000
Br 3.848 -6.378 -2.104 0.0 0.0 0.0 0.001
C 2.486 -3.920 -1.537 0.0 0.0 0.0 0.023
Br 3.854 -3.584 -0.268 0.0 0.0 0.0 0.001
C 1.505 -2.939 -1.646 -0.1 -0.1 -0.1 -0.034
O 1.509 -1.858 -0.931 -0.1 0.0 0.0 0.149
C 0.436 -3.155 -2.603 0.1 0.2 0.2 -0.012
O -0.485 -2.246 -2.722 -0.2 -0.1 -0.1 0.169
C 0.443 -4.322 -3.355 0.0 -0.1 0.0 0.033
Br -0.989 -4.535 -4.581 0.0 0.0 0.0 0.001
O 1.781 2.611 -3.471 0.1 0.0 0.0 0.004
C 1.341 1.897 -2.565 -0.2 0.2 -0.1 0.000
O 0.860 0.736 -2.709 0.0 -0.2 0.2 0.061
C 1.349 2.520 -1.158 0.1 0.0 0.0 -0.007
C 1.703 3.861 -1.034 0.0 -0.1 -0.1 -0.003
C 1.727 4.518 0.196 0.0 0.0 0.1 0.000
C 1.389 3.776 1.302 0.0 -0.1 0.0 0.003
O 1.330 4.170 2.625 0.1 0.0 -0.1 0.000
C 0.870 3.025 3.342 0.0 0.0 0.1 0.000
O 0.763 1.934 2.446 0.0 0.0 -0.1 -0.001
C 1.049 2.443 1.197 0.0 0.1 0.0 0.018
C 1.023 1.793 -0.011 -0.2 0.0 0.0 0.024
H 1.962 4.379 -1.947 0.0 0.0 0.0 0.000
H 1.998 5.562 0.278 0.0 0.0 0.0 0.000
H -0.116 3.241 3.770 0.0 0.0 0.0 0.000
H 1.595 2.780 4.123 -0.1 0.0 0.0 0.000
H 0.740 0.746 -0.058 0.2 0.0 0.2 -0.003
```
Forces are in eV/Å.

Total energy: -12751.38027 hartree
<S²>: 2.005
Charge: -2
Spin multiplicity: 3



3 unconnected molecules or ions with the total composition C4H14NO3 in a non-equilibrium geometry. Source: the Open Molecules 2025 dataset; level of theory: wB97M-V/def2-TZVPD.

```
22
Properties=species:S:1:pos:R:3:forces:R:3:nbo_charge:R:1
C 0.621 1.123 0.051 0.5 2.7 1.3 -0.003
O -0.099 2.355 -0.056 1.0 -1.5 -1.3 -0.625
C -0.168 -0.165 -0.485 -3.2 -0.2 -0.7 -0.167
C 0.622 -1.449 -0.027 1.1 -0.2 1.4 -0.324
C -0.193 -2.709 -0.334 0.3 0.5 -0.3 -0.055
O -0.191 -2.933 -1.717 -0.2 -0.3 -0.1 -0.707
N -1.396 -0.150 0.154 1.9 -0.3 -1.8 -0.133
H 0.858 1.075 1.119 0.1 -1.1 -0.2 0.253
H 1.491 1.205 -0.606 0.0 -0.3 0.1 0.240
H -1.012 2.158 0.095 -0.8 0.6 0.5 0.468
H -0.262 -0.198 -1.575 0.2 0.2 0.1 0.252
H 0.838 -1.401 1.044 -0.5 0.1 0.0 0.272
H 1.612 -1.368 -0.478 -0.2 -0.1 -0.6 0.267
H -1.209 -2.530 0.036 0.0 -0.2 0.2 0.161
H 0.302 -3.494 0.237 -0.1 -0.3 -0.1 0.212
H -0.581 -3.803 -1.922 0.3 0.5 0.1 0.503
H 1.816 5.786 -1.637 0.0 -0.1 0.0 -0.013
H -2.137 -0.196 -0.565 -0.2 0.0 0.2 0.384
H 1.998 6.386 -1.245 0.0 0.1 0.0 0.013
H -1.198 0.174 3.396 -0.4 0.1 0.6 0.492
H -1.115 0.070 1.847 -0.1 -0.1 1.0 0.463
O -0.597 0.064 2.669 0.5 -0.1 -0.8 -0.955
```
Forces are in eV/Å.

Total energy: -440.78852 hartree
Charge: +1



- Which value of total energy does entry 3 give?
  -12751.38027 hartree



- What is the formula in the third record?
  C21H8Br4Cl2O8Pd